C13H18Cl2LuN2O | ωB97M-V with the def2-TZVPD basis set

Last column: Löwdin charge in e.
Element x y z (Å)
Lu -0.060 1.435 0.178  0.753
Cl -0.328 3.757 -0.645  -0.180
Cl 0.592 2.380 2.347  -0.214
C 1.992 0.865 -0.089  -0.381
H 2.457 0.297 -0.918  -0.149
H 2.661 1.155 0.816  -0.096
C -1.243 0.759 -1.933  -0.238
C -0.053 0.087 -2.052  -0.197
H -2.022 0.408 -1.241  0.079
C 0.987 0.465 -3.077  -0.211
H 0.111 -0.842 -1.506  0.098
C 0.765 1.881 -3.625  -0.207
H 2.010 0.362 -2.689  0.080
H 0.883 -0.259 -3.904  0.116
C -0.696 2.060 -4.048  -0.205
H 1.004 2.619 -2.851  0.074
H 1.430 2.058 -4.479  0.106
C -1.672 1.864 -2.876  -0.249
H -0.851 3.043 -4.505  0.105
H -0.931 1.310 -4.814  0.104
H -1.779 2.820 -2.346  0.018
H -2.674 1.603 -3.249  0.107
N 0.903 -3.005 5.374  0.148
C 1.242 -2.118 4.359  -0.480
O 2.327 -1.541 4.365  0.052
C 0.251 -1.915 3.282  -0.118
C -0.965 -2.601 3.094  -0.041
C -1.837 -2.268 2.064  -0.084
C -1.518 -1.228 1.199  -0.146
N -0.352 -0.563 1.371  -0.098
C 0.533 -0.901 2.351  -0.074
H 1.581 -3.118 6.109  0.098
H 0.034 -3.490 5.452  0.069
H -1.234 -3.410 3.787  0.097
H -2.784 -2.788 1.925  0.097
H -2.191 -0.904 0.390  0.093
H 1.426 -0.278 2.385  0.075

## Properties
total charge	-1
M	464.17	g mol⁻¹
LUMO (alpha / beta)	2.43 / 2.43	eV
gap between HOMO and LUMO (alpha / beta)	3.96 / 3.94	eV
DFT total energy	-77467.8204	eV